Molecular formula: CH4ClNOS
Method: DFT, ωB97M-V/def2-TZVPD

Computed properties:
total energy: -1028.71383 hartree
relative energy (zero: lowest compared OMol25 entry of this formula, charge and spin): 4.164 eV
2S+1: 1

Structure (XYZ):
```
9
CH4ClNOS (ωB97M-V/def2-TZVPD)
C -1.62560 1.05437 0.59903
N 1.23475 -0.60784 -1.46876
O 2.08389 -1.60510 0.83243
S 1.55840 -0.45569 0.21824
Cl -0.34793 0.47080 1.60933
H -1.65516 2.12299 0.80535
H -2.52211 0.40711 0.69789
H 0.81773 -1.50761 -1.73180
H 0.45602 0.12097 -1.56171
```

In elementary charge units, the Mulliken charges are: -0.5299 -0.5335 -0.4408 0.4528 -0.0503 0.2700 0.2591 0.2837 0.2888